79
Properties=species:S:1:pos:R:3 method="wB97M-V/def2-TZVPD" gap_ev=4.8 de_lowest_kcal_mol=61.4 total_energy_ha=-1831.4631
C 3.70991 4.59885 -3.61143
C 3.46530 3.65399 -2.47586
C 4.12242 2.41554 -2.45256
C 3.92211 1.53217 -1.41548
C 3.00919 1.82728 -0.36309
C 2.74433 0.80631 0.60655
C 2.44995 0.97016 1.99568
C 2.47539 -0.20612 2.80579
C 2.00953 -0.18638 4.10957
C 1.50280 0.99676 4.66974
C 0.96632 0.97477 6.06697
C 1.53756 2.17390 3.90978
C 2.08286 2.19188 2.63212
C 2.32205 3.06759 -0.41453
C 2.58136 3.97099 -1.43453
H 3.16692 5.53400 -3.46248
H 4.77803 4.82653 -3.71126
H 3.38772 4.15793 -4.56406
H 4.80530 2.16521 -3.27045
H 4.45424 0.57755 -1.39380
H 3.16075 -0.17288 0.35115
H 2.88867 -1.12789 2.39073
H 2.03357 -1.09723 4.71380
H 0.53503 1.94272 6.33238
H 0.19039 0.20534 6.17856
H 1.75539 0.73805 6.79275
H 1.13953 3.08910 4.35119
H 2.22233 3.14047 2.11944
H 1.55270 3.29229 0.32554
H 2.08393 4.94331 -1.44451
C 0.32270 -3.23711 1.71060
C -1.07580 -3.04809 1.14081
C -1.70878 -4.41456 0.94560
C -1.94197 -1.99929 1.99148
C -3.44281 -2.19549 1.74427
C -1.68719 -1.99142 3.48638
O -1.53255 -0.74745 1.46320
B -1.28609 -1.04981 0.09316
C -2.39108 -0.45132 -0.90495
C -2.76404 -1.15795 -2.04228
C -3.78322 -0.67467 -2.87192
C -4.40514 0.52795 -2.55856
C -5.45816 1.05918 -3.49806
F -5.99518 2.24174 -3.07170
F -4.94408 1.28275 -4.74476
F -6.49446 0.18072 -3.64550
C -4.05568 1.23354 -1.41558
C -3.04032 0.73675 -0.58722
C 0.45759 -0.05824 -0.28826
C 0.73664 -0.39011 -1.66870
C 0.52172 0.55058 -2.70253
C 0.80480 0.22728 -4.02836
C 1.30909 -1.04100 -4.35233
C 1.51555 -1.99009 -3.34021
C 1.21903 -1.67242 -2.01481
O -0.97167 -2.41890 -0.13081
H 0.28110 -3.81925 2.64055
H 0.93663 -3.79024 0.98843
H 0.80880 -2.27301 1.91311
H -1.81824 -4.92019 1.91284
H -2.68941 -4.34214 0.46435
H -1.05831 -5.02963 0.31164
H -3.79825 -3.09926 2.25475
H -3.99215 -1.33898 2.15246
H -3.68087 -2.27067 0.67482
H -1.91334 -2.97741 3.91104
H -0.65223 -1.71900 3.71791
H -2.35094 -1.25618 3.95919
H -2.27485 -2.09575 -2.30895
H -4.08081 -1.23727 -3.75589
H -4.56230 2.16128 -1.16274
H -2.78091 1.29687 0.31043
H 0.08931 0.94068 -0.08067
H 1.01501 -0.56322 0.48596
H 0.13330 1.53878 -2.43660
H 0.63446 0.97342 -4.81073
H 1.53178 -1.29294 -5.38946
H 1.90695 -2.98197 -3.57835
H 1.35078 -2.40867 -1.22073

***

13
Properties=species:S:1:pos:R:3 method="wB97M-V/def2-TZVPD" gap_ev=7.4 de_lowest_kcal_mol=108.6 total_energy_ha=-414.9225 smiles="N[NH2+]C([O-])=C(O)O"
N -1.41067 0.65628 -1.71400
N -1.13178 0.31942 -0.36517
C 0.27500 -0.55117 -0.26063
O 0.65083 -0.97949 -1.34553
C 0.82915 -0.16308 0.92988
O 0.04894 0.08609 2.05486
O 2.13002 -0.51486 1.26683
H -0.88255 -0.04461 -2.26289
H -0.97796 1.55372 -1.92231
H -1.89869 -0.22625 0.02957
H -0.69295 1.08866 0.29006
H 0.50591 -0.31736 2.80372
H 2.55475 -0.90736 0.49560

***

96
Properties=species:S:1:pos:R:3 method="wB97M-V/def2-TZVPD" gap_ev=2.1 total_energy_ha=-9011.1746 charge=+1
C -3.35643 3.50177 1.27758
N -3.48552 4.52764 0.16804
C -2.08683 4.61741 -0.39946
C -1.48747 3.17783 -0.78295
C -0.15016 2.59320 -0.14677
P 0.73971 3.72953 1.06275
C 1.16449 5.33009 0.06233
O 2.26758 3.14880 1.55047
C 0.32599 1.13624 -0.56034
C 1.62340 0.47641 0.07739
C 1.70310 -1.12644 -0.00036
C 2.65310 -1.70126 -1.17205
I 4.05099 -3.17875 -0.30284
C -0.59590 0.42260 -1.64475
N -0.38382 -0.87743 -2.23693
S -1.60878 -1.34808 -3.34858
N -2.58210 0.05640 -3.27980
C -1.92809 0.94372 -2.32642
C -2.33843 2.36978 -1.85582
C -3.67570 2.98137 -2.54020
C -3.38398 4.27208 -3.43823
O -3.89655 5.36640 -3.07361
I -2.17142 4.32873 -5.25090
H -2.33913 3.60142 1.82296
H -3.53359 2.42742 0.90944
H -4.20503 3.73652 2.01306
H -3.74663 5.42861 0.60506
H -2.07116 5.28430 -1.35241
H -1.47680 5.18392 0.38665
H 0.88958 5.24637 -1.04423
H 2.27417 5.65326 0.23494
H 0.53964 6.16674 0.56794
H 2.24210 3.10391 2.53794
H 1.59455 0.73746 1.20798
H 2.59781 0.95406 -0.32355
H 0.64150 -1.57431 -0.01739
H 2.16608 -1.47643 1.00412
H 3.24475 -0.85335 -1.65697
H 2.04495 -2.29913 -1.94897
H -4.13309 2.18583 -3.25216
H -4.48585 3.14727 -1.73046
O 6.16080 5.91410 3.94253
V 4.93988 5.16334 2.95843
O 3.70442 4.45411 1.94683
N 2.70178 0.53220 5.04014
C 3.31770 0.13037 3.88290
C 3.73944 -1.16617 4.05643
C 3.35963 -1.56258 5.36215
C 2.71907 -0.49633 5.94461
H 2.29862 1.44083 5.20062
H 3.40350 0.80029 3.03936
H 4.26238 -1.76391 3.32382
H 3.53521 -2.52294 5.82451
H 2.27627 -0.38041 6.92240
C -6.41852 7.91826 2.55222
F -7.17017 7.03106 1.85261
F -6.95901 9.13731 2.31164
F -6.65414 7.65669 3.86151
S -4.61268 7.83272 2.11454
O -4.54465 8.13531 0.68694
O -4.19987 6.46442 2.43408
O -3.96373 8.83819 2.94785
F -2.11656 -2.61746 -0.89301
C 4.22139 -7.14408 3.75277
C 3.68066 -5.78902 4.18145
C 2.76370 -5.19811 3.12236
O 4.76900 -4.89718 4.41702
H 4.81065 -7.05662 2.83400
H 4.88767 -7.55135 4.51815
H 3.41013 -7.85638 3.58039
H 3.13516 -5.89246 5.12368
H 3.30207 -5.04274 2.18134
H 2.39204 -4.21944 3.43922
H 1.90844 -5.85165 2.93075
H 5.25822 -4.79891 3.58883
C -1.63963 -4.46475 -7.92303
C -0.51266 -4.61944 -6.92307
C -0.20500 -6.04908 -6.58610
O 0.31986 -5.94683 -5.26866
C -0.24960 -4.84410 -4.70748
O -0.20793 -4.57909 -3.53939
O -0.87799 -4.08112 -5.65437
H -1.49126 -5.10780 -8.79389
H -2.60693 -4.69496 -7.46764
H -1.69600 -3.42900 -8.26914
H 0.38109 -4.09072 -7.27335
H 0.53042 -6.48559 -7.26406
H -1.09081 -6.69168 -6.55818
Ca 3.92805 7.87495 1.25410
B -2.43140 -6.11039 -0.35230
F -3.00988 -6.74935 0.79948
F -1.32382 -5.29959 0.06017
F -1.96536 -7.12578 -1.26566
F -3.40940 -5.30161 -0.99204
Mg 0.38887 4.82980 -4.79969
Br -0.79014 -8.07726 0.73874